# 1
Below is a molecular structure, C20H15NNiO4PS2Se2, with properties calculated with ωB97M-V/def2-TZVPD.

Structure (XYZ):
```
46
Properties=species:S:1:pos:R:3:forces:R:3
C 0.490 5.619 -2.042 -0.1 -0.1 0.0
C -0.059 4.349 -1.973 -0.3 0.1 -0.2
O -1.838 1.663 -3.479 0.2 0.0 0.0
C -0.227 6.605 -2.704 0.1 0.1 0.0
Ni 1.240 0.657 -0.915 1.0 -0.2 -0.7
C -1.297 4.086 -2.536 0.4 -0.3 0.2
C -2.014 5.055 -3.201 -0.3 -0.1 -0.1
S 2.038 3.072 -0.660 -0.3 0.0 -0.1
H 0.185 7.603 -2.778 0.0 0.0 0.0
C -1.461 6.327 -3.285 0.0 0.0 0.0
C -1.356 -1.273 2.734 0.0 -0.1 0.0
H 1.453 5.816 -1.591 0.0 0.0 0.0
O 4.440 -0.446 -0.228 -0.3 0.2 0.0
H 0.753 -4.321 -0.444 0.0 -0.1 0.0
C 4.094 -0.102 -1.348 0.4 -0.2 -0.4
C -2.593 -1.331 3.355 0.0 0.0 0.0
C -3.547 -2.266 1.358 0.0 0.0 0.0
N -0.195 2.025 -1.540 -0.3 0.5 -0.2
S -1.660 2.358 -2.236 -0.4 0.0 0.0
Se 0.250 -1.652 -1.513 0.0 0.1 0.3
Se 1.516 0.098 1.406 -0.4 -0.4 0.2
C 1.242 -3.159 1.281 0.0 0.2 -0.2
H 2.910 -4.279 4.004 0.0 0.0 0.0
C 1.778 -5.489 1.052 0.0 -0.1 0.0
H -1.993 7.107 -3.814 0.0 0.0 0.0
C -1.209 -1.720 1.424 0.2 0.1 -0.1
P 0.454 -1.632 0.634 -0.2 -0.2 0.5
H 2.838 -6.376 2.690 0.0 0.0 0.0
C 1.209 -4.333 0.539 0.0 0.1 0.0
C 0.537 3.125 -1.399 0.5 0.1 0.3
C 2.382 -5.474 2.300 0.0 0.0 0.0
H -4.665 -1.852 3.139 0.0 0.0 0.0
C -2.308 -2.213 0.735 0.0 0.0 0.0
O -2.707 2.250 -1.258 0.1 0.1 0.0
H 4.880 -0.028 -2.142 -0.1 0.0 0.1
H -2.703 -0.971 4.370 0.0 0.0 0.0
C -3.691 -1.827 2.665 0.0 0.0 0.0
H 1.759 -6.404 0.472 0.0 0.0 0.0
H -4.408 -2.638 0.816 0.0 0.0 0.0
H -2.975 4.828 -3.645 0.0 0.0 0.0
O 2.933 0.168 -1.821 -0.3 0.2 0.4
C 2.426 -4.297 3.036 0.0 0.0 0.0
H -0.500 -0.854 3.245 0.0 0.0 0.0
C 1.863 -3.139 2.524 0.0 0.0 0.0
H 1.931 -2.204 3.067 0.0 0.0 0.0
H -2.194 -2.530 -0.295 0.0 0.0 0.0
```
Positions in Å, forces in eV/Å.

Frontier orbital gap (alpha / beta) = 7.3 / 7.2 eV
Spin multiplicity = 3
Net charge = -1
Expectation value of S² = 2.01



# 2
Below is 2 unconnected molecules or ions with the total composition C9H14O, with properties calculated with ωB97M-V/def2-TZVPD.

Structure (XYZ):
```
24
Properties=species:S:1:pos:R:3:forces:R:3
H 0.028 2.843 -2.414 -1.1 -0.5 -0.8
C -0.856 0.305 2.121 -0.7 0.4 0.9
H 0.096 0.015 1.696 -0.1 0.0 -0.4
H -0.950 -1.689 3.084 -0.1 0.0 -0.6
H 2.102 1.663 -0.786 -0.1 0.0 0.4
C -0.446 2.339 -1.549 2.3 1.2 -0.7
H -2.451 -0.814 3.120 -0.1 0.2 0.2
C -0.020 -1.397 -1.841 0.4 -0.5 1.2
H -1.526 2.378 -1.546 0.0 0.1 0.0
C -1.373 -0.681 3.165 0.4 -1.2 -0.1
C 1.468 0.807 -0.980 0.2 -0.9 -0.7
H -0.734 1.270 2.617 0.2 0.1 -0.1
H -1.056 -0.458 4.162 -0.1 0.7 0.7
H -1.601 -0.036 -2.152 0.1 0.2 -0.1
H 0.055 3.083 -0.913 -0.8 -0.6 1.2
H -0.621 -2.290 -1.936 -0.1 0.0 -0.5
C 1.992 -0.490 -0.889 0.2 0.2 0.6
H 2.105 -3.028 -0.274 0.2 0.3 0.0
H 2.926 -0.674 -0.372 0.3 0.1 -0.2
C 0.187 0.977 -1.467 -0.9 0.4 0.2
O 1.651 -2.880 -1.106 0.0 -0.4 -0.2
C 1.249 -1.582 -1.278 -0.6 0.2 -0.1
H -1.663 0.472 1.409 0.5 -0.1 -0.6
C -0.560 -0.135 -1.869 0.1 0.1 0.0
```
Positions in Å, forces in eV/Å.

Frontier orbital gap = 9.2 eV
Spin multiplicity = 1



# 3
Below is C22H25N3O4S in the gas phase, with properties calculated with ωB97M-V/def2-TZVPD.

Structure (XYZ):
```
55
Properties=species:S:1:pos:R:3:forces:R:3
H 3.634 -1.641 3.254 0.0 0.0 0.0
H 0.490 1.366 -3.484 0.1 0.0 -0.1
O -1.567 0.849 -4.922 0.3 -0.1 0.1
N -1.431 1.171 0.570 -0.2 0.2 1.0
C -0.774 -2.360 -1.640 0.0 0.0 0.0
C -0.216 1.386 0.909 0.0 0.2 -1.1
C 2.541 1.685 3.057 -0.1 -0.1 -0.2
H -3.681 0.606 -0.891 -0.2 -0.1 0.1
C -2.909 -2.470 -0.570 0.0 -0.1 -0.1
H -3.277 1.862 -5.474 0.1 -0.1 0.0
C -0.403 1.205 -2.903 -0.2 0.0 -0.1
H 5.191 0.315 0.503 0.0 0.0 -0.1
H -1.215 -1.186 3.637 0.1 0.2 -0.1
C -2.357 -1.997 0.608 0.1 0.1 0.3
C -2.768 0.673 -2.818 0.1 0.0 0.0
S 0.924 1.573 -0.448 -0.4 -0.2 0.2
C -1.591 0.907 -3.553 0.0 0.1 0.1
H 2.354 -0.105 1.850 0.0 0.0 -0.1
C 1.288 2.403 2.558 0.3 0.1 0.5
C 4.274 -0.780 3.506 0.0 0.1 0.0
H -2.984 -1.880 1.479 0.0 0.0 0.1
H -3.963 -2.705 -0.601 -0.1 0.0 0.0
H -2.570 -3.012 -2.611 0.0 0.0 -0.1
C 5.063 -0.432 1.285 0.0 0.0 0.1
O -0.356 -1.190 1.756 0.1 -0.2 -0.1
H -3.323 -1.117 -4.777 -0.1 0.1 0.0
C -2.849 0.851 -5.512 -0.5 -0.1 0.0
H 5.268 -1.147 3.756 0.0 0.0 0.1
H 0.840 -1.655 -0.414 0.1 0.1 0.0
H 4.518 -1.292 0.863 0.0 0.0 0.0
C -3.768 -0.113 -4.765 0.3 0.1 -0.5
O -0.101 0.950 4.378 0.0 0.0 0.2
C -2.771 0.780 -1.439 0.1 0.1 -0.2
H 3.862 -0.286 4.382 0.0 -0.1 0.1
H -0.151 -2.499 -2.512 0.1 0.0 -0.1
H 3.306 2.429 3.276 0.0 0.0 0.0
O -3.940 0.321 -3.434 0.0 0.2 0.3
H 2.294 1.166 3.982 0.1 0.1 0.0
N 4.382 0.167 2.414 0.0 0.0 -0.1
C -1.005 -1.685 0.658 0.0 -0.2 -0.3
C -0.213 -1.887 -0.472 0.0 0.0 0.3
H 0.905 3.052 3.352 0.1 0.0 -0.2
H -4.762 -0.144 -5.212 0.1 0.0 0.0
C -0.302 0.696 3.215 -0.3 -0.4 -0.2
N 0.224 1.467 2.203 0.3 0.2 0.3
C -0.406 1.275 -1.526 -0.3 0.0 0.2
H -2.070 -0.200 2.409 0.1 -0.1 0.1
H 1.513 3.007 1.678 -0.1 0.0 0.1
C 3.089 0.702 2.023 0.1 0.2 0.3
H -2.710 0.549 -6.551 -0.1 0.0 0.1
C -1.588 1.079 -0.781 0.5 0.0 -1.0
H 6.048 -0.771 1.604 0.0 0.0 -0.1
H 3.230 1.238 1.080 0.0 -0.1 0.0
C -2.128 -2.646 -1.697 -0.1 -0.1 -0.1
C -1.091 -0.531 2.766 -0.3 -0.1 0.4
```
Positions in Å, forces in eV/Å.

Frontier orbital gap = 8.5 eV
Spin multiplicity = 1



# 4
Below is 10 unconnected molecules or ions with the total composition C34H76F15N5O19S5, with properties calculated with ωB97M-V/def2-TZVPD.

Structure (XYZ):
```
154
Properties=species:S:1:pos:R:3:forces:R:3
O 8.641 -7.681 15.975 -0.1 0.2 0.7
F 6.902 -6.865 18.257 -0.4 0.2 0.2
H 11.253 -11.857 21.997 0.1 -0.1 0.2
H 10.100 0.738 26.037 -0.7 0.1 0.7
H 4.629 -5.964 21.189 0.5 -0.2 0.0
H 6.509 -9.083 26.061 0.9 0.2 -0.2
N 9.583 -0.296 24.376 1.0 -0.7 -1.0
H 5.442 -3.458 20.657 -0.3 -0.3 -0.9
O 5.698 -8.334 27.781 -0.5 0.4 0.3
H 1.276 -6.810 17.543 0.2 -0.2 0.3
H 9.605 -9.247 21.712 0.0 -0.4 0.2
C 10.323 -4.481 17.981 -0.2 0.0 -0.6
C 10.545 -2.097 22.983 0.6 -1.4 -0.1
O 12.445 -9.006 24.971 -1.0 0.1 0.1
H 10.348 -2.841 22.208 -0.8 0.2 0.0
O 7.671 1.168 18.085 -0.3 -0.6 0.7
F 6.038 -5.135 25.605 0.4 0.0 0.4
N 10.320 -6.928 18.119 1.2 1.1 -0.5
H 10.902 -2.159 25.879 0.1 0.1 -0.2
H 6.274 2.044 24.338 -0.5 0.0 -0.1
N 9.415 -11.298 21.171 0.0 -0.9 0.1
H 3.067 -6.663 17.370 -0.2 -0.1 -0.5
C 2.137 -6.153 17.639 0.4 -0.3 -0.2
H 8.660 0.754 22.830 0.0 0.3 0.0
F 6.263 -0.631 19.910 -0.3 -0.7 0.2
H 6.604 -0.224 23.210 0.1 0.4 -0.2
H 4.918 -6.763 25.798 -0.6 0.1 0.2
C 11.221 -5.715 17.980 -0.4 0.8 0.2
H 3.003 -3.908 18.584 0.3 0.1 0.0
O 2.292 -5.760 18.989 -0.5 0.0 0.6
C 7.461 -1.069 19.511 0.8 0.8 -0.2
C 6.201 1.106 24.901 1.1 0.5 -0.4
F 8.054 -1.759 20.515 -0.3 0.2 0.5
O 8.567 -6.995 20.510 0.0 0.3 0.2
O 10.388 -10.186 24.471 -0.6 0.6 0.6
H 1.940 -5.338 16.934 0.3 0.3 0.3
F 5.552 -8.573 18.021 -0.1 0.2 0.4
H 3.977 -2.383 20.550 0.5 0.3 0.1
H 2.982 -6.291 21.155 0.2 -0.3 0.1
H 3.123 -9.878 25.234 -0.1 -0.2 0.1
H 9.707 -4.440 17.079 -0.2 -0.3 0.1
H 4.376 0.361 24.157 -0.2 -0.2 0.2
H 10.243 -0.617 28.377 0.5 -0.1 0.5
H 5.698 -8.502 28.730 0.3 0.0 0.0
H 12.052 -5.421 22.325 0.0 -1.1 -0.3
H 8.780 -0.562 26.282 -0.1 0.5 0.2
H 10.873 -3.542 17.920 0.2 -0.1 0.4
C 9.933 -9.931 20.926 -0.3 1.0 0.1
H 4.197 1.544 25.435 -0.2 -0.3 0.4
O 7.109 -9.533 15.602 0.6 0.4 1.4
S 7.781 -6.904 21.730 0.5 -0.4 -0.8
O 11.635 -5.553 20.297 0.2 0.0 0.4
H 7.107 -0.837 24.708 0.2 0.1 0.2
C 7.042 -10.496 20.684 0.4 0.4 -0.5
H 11.802 -0.708 26.333 0.1 -0.1 0.0
H 9.655 -2.158 27.907 0.1 -0.1 0.1
H 10.739 -12.259 19.939 0.0 0.0 -0.6
H 9.626 -6.856 17.353 -0.2 -0.7 0.0
F 5.570 -3.121 26.300 0.2 -0.1 0.5
C 3.358 -4.363 20.609 1.3 -1.0 0.9
C 6.370 -7.729 17.395 1.3 -1.0 -0.8
H 10.946 -7.702 17.914 -0.7 -0.6 0.3
H 7.595 -10.318 18.773 -0.5 -0.2 0.3
H 6.018 -10.551 21.067 0.0 -0.2 0.2
S 11.161 -9.479 25.487 1.9 0.2 1.3
H 4.470 -10.649 24.360 0.1 0.0 0.0
H 10.077 -11.423 23.266 -0.1 0.3 -0.5
N 4.811 -8.656 25.015 0.5 0.4 -1.1
C 10.564 -1.545 27.898 -1.6 0.4 -0.5
H 11.307 -2.097 28.461 0.4 0.3 -0.2
O 6.393 -6.528 21.525 -0.1 0.5 0.1
H 4.505 -3.251 22.025 -0.6 0.3 0.0
F 7.334 -1.959 18.526 -0.5 0.2 -0.2
H 12.962 -4.826 18.852 -0.2 0.3 0.1
O 3.076 -3.188 24.185 0.7 -0.6 -0.1
H 9.670 -4.497 18.852 0.1 0.2 0.1
H 11.644 -0.628 21.687 0.3 -0.2 0.4
C 7.082 0.098 24.137 -0.5 -0.1 0.9
S 3.561 -4.305 24.970 -0.2 0.5 0.8
C 9.749 -0.281 25.875 0.9 0.0 -0.8
H 13.461 -5.854 21.226 -0.1 -0.3 0.3
C 7.969 -11.300 21.583 -0.3 0.6 0.7
H 7.992 -10.854 22.582 -0.1 0.3 -0.1
F 8.073 -5.408 23.884 -0.1 -0.1 0.1
H 7.327 -9.452 20.735 0.0 0.3 0.2
C 10.210 -11.907 22.299 -0.2 -0.7 -0.3
C 10.183 -7.888 25.866 1.5 -2.3 -0.7
H 4.615 -10.390 26.130 -0.3 -0.3 0.0
C 3.295 -4.791 19.170 -0.6 0.9 -0.9
H 9.852 -6.976 19.028 -0.1 -0.2 0.3
C 4.201 -10.015 25.198 0.3 1.0 0.3
H 8.704 1.589 24.413 -0.2 0.1 0.0
O 3.038 -4.360 26.320 0.2 -0.7 -0.5
H 11.639 -0.298 24.275 0.4 0.5 -0.3
H 7.610 -12.314 21.755 0.4 -0.2 -0.5
C 9.656 -12.160 19.945 0.1 0.4 0.8
O 8.471 -9.366 17.708 -0.3 0.2 -0.1
H 6.823 -7.886 24.677 -0.2 0.2 0.4
C 5.407 -4.005 25.332 -1.6 0.8 -1.6
F 8.977 -8.222 26.315 -0.7 0.4 -0.3
C 6.329 -8.781 25.035 -1.0 -0.9 0.5
O 7.918 -8.060 22.587 0.2 0.4 0.4
O 9.672 -0.147 18.448 -0.6 -0.2 0.8
O 8.695 1.119 20.301 -0.3 -0.4 0.8
H 12.942 -6.544 18.969 -0.1 -0.2 0.5
O 7.052 -10.913 19.348 0.0 -0.5 -0.2
F 10.139 -7.245 24.697 -0.7 0.8 0.2
O 3.600 -5.594 24.231 -0.1 1.2 0.1
C 12.289 -5.663 19.077 -0.2 -0.3 -1.4
H 4.264 -5.129 18.781 0.1 -0.1 0.2
H 4.739 -0.162 25.826 -0.3 0.1 0.1
H 3.237 -7.487 25.660 0.0 0.6 0.3
F 10.752 -7.130 26.793 0.1 0.4 -0.1
C 4.493 -8.171 23.620 0.0 -0.2 0.7
C 8.488 0.652 23.903 0.0 -1.1 -0.2
F 9.854 -5.438 22.706 -0.3 0.1 -0.6
C 9.381 -1.745 23.892 -0.7 -0.2 -1.1
H 9.204 -11.677 19.088 0.3 -0.1 -0.1
H 9.246 -2.459 24.697 -0.3 0.3 0.2
S 7.786 -8.702 16.585 -0.7 -0.1 -1.8
H 9.889 -12.945 22.379 0.1 -0.1 -0.1
C 12.535 -5.297 21.356 0.1 1.0 0.8
N 3.700 -5.612 21.418 -1.0 0.3 -0.7
C 4.770 0.671 25.127 0.5 0.3 -0.7
H 9.959 -0.491 21.796 -0.1 0.2 -0.2
C 4.398 -3.309 20.939 -0.2 0.2 0.5
H 11.346 -2.620 23.519 0.3 0.7 0.3
C 10.888 0.110 23.595 -0.2 -0.6 1.7
H 2.396 -4.062 21.023 -0.1 0.1 -0.4
F 5.949 -3.456 24.223 0.4 -0.3 0.0
C 4.338 -8.009 27.449 0.6 -0.7 0.1
S 8.468 0.430 19.046 1.4 0.6 -2.1
H 6.721 1.381 25.828 -0.2 -0.3 0.2
H 12.801 -4.234 21.480 0.1 0.1 -1.0
C 10.827 -0.761 22.396 0.1 0.7 -1.3
H 8.516 -1.722 23.230 -0.2 -0.1 0.4
H 3.763 -8.910 27.678 -0.5 0.2 -0.2
H 11.675 -5.859 16.999 0.3 0.2 0.1
H 10.990 1.182 23.456 -0.3 0.0 0.1
H 11.020 -9.929 20.920 0.0 -0.3 -0.1
C 10.842 -1.217 26.424 0.4 -0.2 0.2
O 11.253 -10.104 26.802 -0.6 0.2 -1.0
H 6.555 -9.569 24.320 0.2 -0.1 0.1
C 8.528 -5.430 22.625 -0.9 -0.4 0.5
H 5.017 -7.243 23.409 0.0 -0.1 0.3
H 3.979 -7.180 28.060 -0.1 0.1 -0.1
H 3.639 -5.426 22.431 0.1 -0.1 0.4
F 8.087 -4.304 22.050 0.5 -0.1 -0.3
H 9.214 -13.141 20.099 -0.1 0.1 0.1
H 4.895 -8.938 22.963 -0.4 0.0 -0.3
H 9.538 -9.517 19.998 0.0 -0.3 -0.1
H 3.419 -7.991 23.613 0.0 -0.3 -0.6
F 5.662 -7.073 16.484 0.0 0.2 0.0
C 4.263 -7.605 25.994 0.9 -1.3 -0.1
```
Positions in Å, forces in eV/Å.

Frontier orbital gap = 8.2 eV
Spin multiplicity = 1



no.,maximum force (eV/Å)
1,1.26
2,2.71
3,1.15
4,2.88